Computed, not measured: a molecular structure, C20H40AlCl14FNO5, with the ωB97M-V functional and the def2-TZVPD basis.

```
82
Properties=species:S:1:pos:R:3:forces:R:3
O 1.82044 -1.86714 0.84573 -0.1 -0.6 -0.9
C 2.31866 -0.93537 0.28724 -0.6 0.2 2.2
F 2.80550 -1.06657 -0.96841 0.4 0.2 0.2
N 2.45215 0.28956 0.93707 1.5 -0.3 -1.8
C 1.15836 1.13708 0.90715 -1.2 0.4 -0.1
O 0.65797 1.38435 1.95951 0.4 -0.1 0.2
Al 0.47604 1.80513 -0.93824 -0.2 0.5 -0.2
C -1.47170 2.39450 -0.91058 0.5 0.1 -0.3
O -2.44742 1.31694 -0.74105 -0.7 0.7 0.6
C -2.77496 1.09062 0.59432 0.0 -0.5 0.2
O -1.99360 0.03072 1.12428 -0.5 0.2 0.2
C -2.37387 -1.23739 0.61377 1.3 -0.9 0.2
C -1.55356 -1.68381 -0.64982 -1.4 0.6 -0.3
O -2.49618 -2.28367 -1.57522 0.4 -0.2 -0.1
H 3.12131 0.83617 0.37925 -0.4 0.1 0.2
H 0.82011 0.74056 -2.08802 -0.1 -0.3 0.1
H 1.35916 3.13489 -1.23085 0.1 0.1 0.1
H -1.65674 3.23604 -0.20924 -0.3 -0.9 -0.3
H -1.67554 2.82287 -1.91796 0.0 -0.2 0.4
H -2.63393 1.98921 1.22457 0.4 -0.4 -0.3
H -3.84441 0.80004 0.71214 0.4 0.1 -0.5
H -2.11781 -1.97742 1.40499 -0.4 0.6 -0.4
H -3.45621 -1.32030 0.40608 0.4 0.2 -0.1
H -1.10773 -0.81616 -1.16333 0.1 -0.3 0.5
H -0.78221 -2.42065 -0.38023 -0.3 0.2 -0.2
H -2.77081 -1.58817 -2.19544 0.2 -0.3 0.4
Cl -3.97541 6.12452 -0.86334 0.0 0.1 0.1
C -2.72037 7.30221 -0.40381 0.0 0.2 -0.1
C -1.33308 6.79540 -0.71550 0.1 0.0 0.0
Cl -0.88384 5.42561 0.32424 0.1 0.4 0.1
H -2.83359 7.52157 0.65649 0.0 -0.1 0.0
H -2.91830 8.21532 -0.96631 0.0 0.0 0.0
H -0.60126 7.58432 -0.54002 -0.1 0.0 0.0
H -1.24940 6.47324 -1.75230 -0.1 -0.1 0.1
Cl -2.55586 0.37070 -3.49088 -0.1 0.2 -0.1
C -2.60321 0.08851 -5.24658 0.0 -0.2 0.0
C -1.21986 -0.04057 -5.83956 0.0 -0.1 -0.1
Cl -0.32804 1.50110 -5.80114 0.0 0.0 0.0
H -3.15858 0.90490 -5.70562 0.1 0.0 0.1
H -3.15848 -0.83658 -5.40573 0.1 0.0 0.0
H -1.29316 -0.33762 -6.88593 0.0 0.0 0.0
H -0.62764 -0.78491 -5.30993 0.0 0.1 0.1
Cl -4.26339 -4.01306 2.87476 0.0 0.0 0.0
C -3.06946 -4.18276 4.18623 0.0 -0.1 0.2
C -2.87279 -2.89472 4.94982 0.1 0.1 0.1
Cl -2.07030 -1.64832 3.96784 -0.1 0.0 0.2
H -2.13569 -4.53142 3.74868 0.0 0.1 -0.1
H -3.44484 -4.95553 4.85772 0.0 0.1 0.0
H -2.23611 -3.07542 5.81638 0.0 -0.1 0.0
H -3.82149 -2.49017 5.29928 0.0 0.0 -0.1
Cl 7.71789 -3.18551 0.99545 0.1 0.0 -0.1
C 6.11566 -2.62605 0.43686 -0.2 0.2 -0.1
C 5.11734 -3.75286 0.35223 -0.2 0.2 0.2
Cl 5.51149 -4.90102 -0.95595 0.0 -0.1 -0.1
H 6.24788 -2.13412 -0.52512 0.1 -0.1 0.0
H 5.76957 -1.88550 1.15641 0.0 -0.1 0.0
H 4.12813 -3.34495 0.14207 0.0 0.0 0.0
H 5.06332 -4.30798 1.28656 0.1 0.0 -0.1
Cl 2.38825 -4.29797 -6.36719 0.0 0.0 -0.1
C 3.55469 -4.51966 -5.03609 0.1 -0.1 0.2
C 3.78102 -3.24957 -4.25340 -0.1 0.0 0.2
Cl 4.64342 -2.01559 -5.20892 0.0 0.0 0.0
H 4.48292 -4.89583 -5.46236 0.0 0.1 -0.1
H 3.14288 -5.28505 -4.37873 0.0 0.1 0.0
H 4.39743 -3.46211 -3.38041 0.0 -0.1 0.0
H 2.84232 -2.81548 -3.91328 0.0 0.0 -0.1
Cl 7.58811 -0.22736 5.59201 0.0 0.0 0.0
C 7.42696 -1.99573 5.73715 0.0 -0.2 0.1
C 7.03295 -2.64326 4.43098 0.1 0.0 0.1
Cl 5.36868 -2.22524 3.94974 0.0 0.0 0.0
H 6.70098 -2.20416 6.52111 0.0 0.1 -0.1
H 8.39700 -2.37678 6.05650 0.0 0.0 -0.1
H 7.07008 -3.72784 4.53227 0.0 0.0 0.0
H 7.69896 -2.35191 3.62289 -0.1 0.1 0.0
Cl -5.96637 3.68512 0.41557 -0.1 -0.1 0.0
C -6.69359 4.74648 1.64107 0.0 0.0 0.1
C -8.04527 5.27095 1.21786 0.0 0.0 0.2
Cl -7.93046 6.41686 -0.14284 0.0 0.0 0.0
H -5.99468 5.55784 1.84004 0.0 0.0 -0.1
H -6.79992 4.15423 2.55018 -0.1 0.0 0.0
H -8.50689 5.80948 2.04551 0.1 0.0 0.0
H -8.70964 4.46218 0.91935 0.1 0.0 -0.1
```
Positions in Å, forces in eV/Å.

As for the total charge: -1. The multiplicity is 1.


Computed, not measured: a single C5H9N molecule, with the ωB97M-V functional and the def2-TZVPD basis.

```
15
Properties=species:S:1:pos:R:3:forces:R:3
C 0.73249 -1.55880 -1.25313 -0.1 -0.4 0.0
C 0.56343 -1.02047 -0.04114 -0.2 -1.6 0.2
C -0.51024 -0.30186 0.68661 -0.8 1.9 -0.9
N -0.44683 0.23374 1.94796 0.9 0.0 0.5
C -0.72333 0.60911 -0.37779 0.0 -0.1 -0.1
C 0.12357 1.68844 -1.00637 -1.6 0.1 1.4
H -0.10990 -1.70809 -1.91273 0.2 0.1 -0.3
H 1.71107 -1.93268 -1.51910 -0.2 -0.2 0.0
H 1.43500 -1.06353 0.60885 0.0 0.4 0.1
H -0.05445 1.16367 2.04386 -0.2 0.0 0.3
H -0.46173 -0.35363 2.76010 0.5 -0.1 0.0
H -1.42321 0.27339 -1.12840 0.7 -1.1 -0.7
H 0.94343 2.01096 -0.39358 0.4 0.3 0.2
H -0.55785 2.50371 -1.22161 0.3 0.5 -0.5
H 0.47161 1.19637 -1.91479 0.2 0.2 -0.2
```
Positions in Å, forces in eV/Å.

For the energy relative to the best compared isomer or geometry (same formula, charge and spin), the calculation gives 5.1105 eV. As for the structure (SMILES): C=C/C(N)=C\C. The multiplicity is 1.


Computed, not measured: a molecular structure, C60H55BF6N10O4S3Ti, with the ωB97M-V functional and the def2-TZVPD basis.

```
140
Properties=species:S:1:pos:R:3:forces:R:3
Ti 0.43917 -0.42991 0.92497 -1.1 -1.0 1.1
C -2.23583 3.22921 -3.21828 0.1 -0.2 0.0
C -1.66012 2.34856 -2.12257 0.2 0.1 0.2
C -2.29125 1.00447 -1.95841 0.3 0.1 0.1
C -1.89806 0.24450 -0.92423 -0.2 0.1 -0.2
N -0.81229 0.65937 -0.11202 -0.3 0.2 -0.8
N -0.41125 2.04093 -0.40562 0.0 0.1 0.2
B 0.65309 2.62368 0.62659 -0.2 -0.1 0.0
N 0.04401 2.55832 2.01064 0.0 0.0 -0.1
N -0.55473 1.42795 2.48138 0.2 0.4 0.5
C -1.05772 1.76226 3.67718 0.1 0.0 -0.1
C -0.77842 3.11112 3.96059 -0.2 -0.1 0.2
C -0.06654 3.58006 2.89308 0.0 0.2 -0.1
C 0.51250 4.94380 2.70501 0.0 -0.1 -0.1
C -1.85242 0.93098 4.61649 0.0 -0.1 -0.2
C -3.15453 1.33873 4.90258 0.0 0.0 0.0
C -3.93107 0.64744 5.82256 0.0 0.0 -0.1
C -3.40995 -0.46389 6.46740 0.0 0.0 0.0
C -2.10631 -0.86249 6.20791 0.0 0.0 0.0
C -1.32783 -0.16286 5.29835 -0.1 0.1 0.0
N 1.98105 1.87334 0.38136 -0.1 0.1 -0.1
N 2.09856 0.54267 0.08950 0.6 0.0 0.1
C 3.40121 0.32136 -0.18612 0.0 0.3 0.0
C 4.10151 1.52217 -0.05141 0.1 -0.1 0.0
C 3.17916 2.47274 0.32433 0.0 0.0 -0.1
C 3.41814 3.90884 0.63868 -0.1 0.0 0.0
C 4.09936 -0.90540 -0.63179 -0.1 -0.1 0.1
C 4.01326 -2.12887 0.02087 0.0 0.0 -0.1
C 4.79699 -3.20186 -0.38062 0.0 0.0 0.0
C 5.67563 -3.06753 -1.44404 0.0 0.0 0.0
C 5.76886 -1.84937 -2.10609 0.0 0.0 0.0
C 4.99122 -0.77726 -1.69977 0.0 0.0 0.0
C -2.79130 -0.92423 -0.64261 0.1 -0.1 0.1
C -2.44206 -2.25291 -0.85283 0.1 0.0 -0.1
C -3.40619 -3.24729 -0.82738 0.0 -0.1 0.0
C -4.73796 -2.93184 -0.60113 0.0 0.0 0.1
C -5.09181 -1.61609 -0.34731 0.0 0.0 0.0
C -4.12396 -0.62305 -0.36232 0.0 0.0 0.0
H -3.02949 2.70577 -3.74824 0.0 0.0 -0.1
H -2.64684 4.14685 -2.80099 0.0 0.0 0.0
H -1.47406 3.51554 -3.94182 0.0 0.0 0.0
H -3.13009 0.72134 -2.57851 0.0 0.0 0.0
H 0.83419 3.75751 0.36293 0.1 0.0 0.0
H -1.05378 3.64737 4.85460 0.0 0.0 0.0
H 0.06506 5.62318 3.42837 0.0 0.0 0.0
H 1.58961 4.93620 2.87899 0.0 0.0 0.0
H 0.33341 5.32915 1.70048 0.0 0.0 0.1
H -3.55771 2.20684 4.39264 0.0 0.0 0.0
H -4.94290 0.97387 6.03022 0.0 0.0 0.0
H -4.01417 -1.01175 7.18029 0.0 0.0 0.0
H -1.68441 -1.72349 6.71157 0.0 0.0 0.0
H -0.30491 -0.45597 5.13611 0.1 -0.1 -0.1
H 5.16409 1.66113 -0.16269 0.0 0.0 0.0
H 4.48002 4.12565 0.53896 0.0 0.0 0.0
H 2.85638 4.56484 -0.02939 0.0 0.0 0.0
H 3.11377 4.12839 1.66133 0.0 0.0 0.0
H 3.33691 -2.23872 0.84871 -0.1 0.0 -0.1
H 4.71796 -4.14232 0.15126 0.0 0.0 0.0
H 6.28644 -3.90562 -1.75806 0.0 0.0 0.0
H 6.45603 -1.73177 -2.93540 0.0 0.0 0.0
H 5.06922 0.17339 -2.21513 0.0 0.0 0.0
H -1.41191 -2.51088 -1.04257 -0.1 0.0 -0.1
H -3.11399 -4.27820 -0.99282 0.0 0.0 0.0
H -5.49397 -3.70727 -0.60352 0.0 0.0 0.0
H -6.12278 -1.36126 -0.13442 0.0 0.0 0.0
H -4.40342 0.40582 -0.16788 0.0 0.0 0.0
F 3.43629 -4.12017 2.63234 0.0 0.0 0.0
C 3.59161 -3.07113 3.43962 0.0 0.2 0.0
F 3.95637 -3.49713 4.64258 0.0 0.0 0.0
F 4.55001 -2.28561 2.94829 0.0 -0.1 0.1
S 2.00488 -2.13625 3.56914 0.4 -0.1 0.1
O 1.76500 -1.69434 2.19394 0.2 -0.3 0.1
O 1.10319 -3.07030 4.14876 0.0 0.0 0.1
N 2.41834 -0.97612 4.54246 -0.3 -0.1 0.0
S 2.40337 0.53871 4.10555 0.4 0.2 -0.3
O 1.86778 1.39252 5.11058 -0.1 -0.1 0.2
O 1.99266 0.71708 2.73234 0.1 0.3 0.4
C 4.19313 1.00060 4.02249 -0.1 0.0 -0.2
F 4.86963 0.65354 5.10923 -0.1 0.0 0.1
F 4.76521 0.43526 2.95994 0.0 0.0 0.1
F 4.25652 2.33153 3.87815 0.1 -0.1 0.0
C -2.17773 -1.83428 -4.97270 -0.1 0.0 -0.1
C -1.92783 -0.43079 -5.44263 0.0 0.1 0.1
C -2.81255 0.19615 -6.31164 0.0 0.1 0.0
C -2.57661 1.48106 -6.78418 -0.1 -0.1 0.0
C -1.42899 2.15317 -6.40004 0.0 0.1 0.0
C -0.53658 1.54827 -5.52888 0.0 0.1 0.0
C -0.79270 0.27950 -5.03192 0.2 0.2 0.0
N 0.17077 -0.35926 -4.20702 -0.2 -0.3 -0.1
C 0.69796 -0.02736 -2.97463 0.4 0.0 0.2
N 1.66027 -0.99611 -2.55305 -0.1 0.0 -0.2
C 1.35643 -2.13521 -1.75108 -0.3 0.5 0.2
C 0.75672 -2.06614 -0.46232 0.4 -0.2 -0.3
C 0.57674 -3.32334 0.15714 0.1 0.0 -0.1
C 0.98050 -4.52398 -0.39188 0.0 0.0 0.0
C 1.60579 -4.53291 -1.62537 0.0 0.0 0.0
C 1.79001 -3.35117 -2.31643 0.0 -0.1 0.0
C 2.49347 -3.39737 -3.65278 0.0 -0.1 0.1
N 0.61189 0.99473 -2.25911 -0.4 0.3 -0.1
C -0.08794 2.14448 -1.96641 -0.1 -0.3 -0.2
C -1.63809 2.89700 -0.65217 0.0 0.0 -0.2
C -1.48225 4.37717 -0.52390 0.0 -0.1 0.1
C -0.61624 5.12491 -1.20377 0.0 0.0 0.0
C 0.46294 4.62615 -2.04903 -0.1 0.0 0.0
C 0.76552 3.35468 -2.34252 0.0 0.1 0.1
C 2.02288 3.05803 -3.11595 0.0 0.0 0.0
H -1.58827 -2.55629 -5.54864 0.0 0.0 0.1
H -3.22851 -2.09602 -5.09235 0.0 0.0 0.0
H -1.92563 -1.94775 -3.92342 0.1 -0.1 0.2
H -3.70128 -0.33897 -6.62678 0.0 0.0 0.0
H -3.28630 1.94799 -7.45535 0.0 0.0 0.0
H -1.22866 3.14714 -6.78017 0.0 0.0 0.0
H 0.37519 2.05516 -5.23274 -0.1 -0.1 -0.1
H 0.31293 -1.33086 -4.43206 0.0 -0.1 0.1
H 2.22899 -1.25608 -3.34398 0.0 0.0 0.0
H 0.10585 -3.37059 1.12297 0.0 0.1 0.1
H 0.82381 -5.44731 0.15295 0.0 0.0 0.0
H 1.95264 -5.46398 -2.06035 0.0 0.0 0.0
H 2.84904 -4.40919 -3.83970 0.0 0.0 0.0
H 3.36992 -2.74402 -3.67541 0.0 0.0 0.0
H 1.83474 -3.12404 -4.48441 0.0 0.0 0.0
H -2.45572 2.55185 -0.02727 0.0 -0.1 0.0
H -2.21217 4.86350 0.11247 0.0 0.0 0.0
H -0.66000 6.20174 -1.07903 0.0 0.0 0.0
H 1.13637 5.39014 -2.42425 0.0 0.0 0.0
H 2.59601 3.96956 -3.28121 0.0 0.0 0.0
H 1.80131 2.60776 -4.08826 0.1 0.0 0.1
H 2.63645 2.34421 -2.56361 0.0 0.0 0.0
S -1.10609 -1.60323 2.31798 0.3 0.3 -0.4
C -2.67556 -2.36863 2.54249 -0.1 0.0 0.0
C -2.75467 -3.76103 2.58645 0.1 0.0 0.0
C -3.94109 -4.38083 2.94430 0.0 0.0 -0.1
C -5.05655 -3.62135 3.27457 0.0 0.0 0.0
C -4.97935 -2.23696 3.23087 0.0 0.0 0.0
C -3.79918 -1.61121 2.85724 0.0 0.0 0.0
H -1.87525 -4.34986 2.35432 0.0 0.0 0.0
H -3.99450 -5.46272 2.97056 0.0 0.0 0.0
H -5.97947 -4.10750 3.56671 0.0 0.0 0.0
H -5.84418 -1.63619 3.48790 0.0 0.0 0.0
H -3.72995 -0.53328 2.82416 0.0 0.1 0.0
```
Positions in Å, forces in eV/Å.

For the energy relative to the best compared isomer or geometry (same formula, charge and spin), the calculation gives 4.4628 eV. The multiplicity is 1.


Computed, not measured: a molecular structure, C5H5F, with the ωB97M-V functional and the def2-TZVPD basis.

```
11
Properties=species:S:1:pos:R:3:forces:R:3
C -1.68524 0.69618 -0.00633 0.7 -0.1 0.1
C -0.38890 0.64755 0.26564 0.1 4.9 -1.6
C 0.28819 -0.62629 0.25453 2.8 -3.4 -1.2
C 1.73773 -0.17358 0.01607 2.9 -1.1 0.7
C 2.94486 0.08043 -0.15241 -0.5 1.6 -1.1
H -2.33843 1.59048 -0.08682 0.2 -1.2 -0.1
H 0.30140 1.69497 0.04307 -2.3 -3.1 1.4
H 0.02908 -1.39282 1.32704 1.1 2.4 -3.6
H 0.12961 -1.25643 -0.88045 -0.2 1.5 3.7
H 3.96917 0.64473 -0.53336 -3.4 -2.1 1.4
F -2.16341 -0.55852 -0.23716 -1.5 0.7 0.2
```
Positions in Å, forces in eV/Å.

For the energy relative to the best compared isomer or geometry (same formula, charge and spin), the calculation gives 4.6021 eV. The multiplicity is 1.


no.,F_max (eV Å⁻¹),Kohn-Sham gap (eV),E (Eh)
1,2.384,7.049,-8002.03784
2,2.288,6.616,-250.47914
3,1.823,6.679,-5836.02029
4,5.166,10.449,-293.17291